P:
Entry from the Open Molecules 2025 dataset: the molecule CH2F2N2 (wB97M-V/def2-TZVPD).

Last column: Mulliken charge in e.
Cartesian coordinates (Å):
H: 0.694 0.488 -2.006  0.288
N: 0.254 -0.114 -1.332  -0.553
C: 0.133 0.189 -0.154  0.534
F: 0.754 1.429 0.154  -0.268
N: -0.584 -0.258 0.902  -0.135
F: -1.266 -1.432 0.699  -0.138
H: 0.015 -0.302 1.738  0.273

SMILES string: [H]/N=C(\F)NF
E_LUMO, eV: 0.805
Spin multiplicity: 1
Gap between HOMO and LUMO, eV: 11.52

Q:
Entry from the Open Molecules 2025 dataset: the molecule CH2F2N2 (wB97M-V/def2-TZVPD).

Last column: Mulliken charge in e.
Cartesian coordinates (Å):
H: 1.842 1.003 -0.800  0.276
N: 0.869 0.620 -0.769  -0.458
C: 0.598 0.034 0.294  0.155
N: -1.152 -0.404 0.493  0.029
F: -1.387 -1.551 -0.208  -0.143
F: -1.905 0.576 -0.240  -0.188
H: 1.135 -0.278 1.230  0.328

SMILES string: [H]/N=C/N(F)F
E_LUMO, eV: 0.593
Spin multiplicity: 1
Gap between HOMO and LUMO, eV: 10.66

Energies in kJ/mol, measured from the most stable structure: P 0.0; Q 265.5.

P:
Entry from the Open Molecules 2025 dataset: the ion C5H7O2S with charge -1 (wB97M-V/def2-TZVPD).

Last column: Mulliken charge in e.
Cartesian coordinates (Å):
C: -1.625 -0.153 -1.104  -0.964
C: 0.247 1.926 0.009  -0.701
C: -0.663 -0.304 -0.177  0.592
C: 0.479 0.633 -0.194  0.064
C: -0.513 -1.360 0.946  -1.216
O: 2.395 -0.949 -1.266  -0.618
O: 2.672 -0.190 1.084  -0.648
S: 2.270 0.165 -0.333  0.427
H: -2.556 -0.689 -1.262  0.321
H: -1.751 0.814 -1.505  0.312
H: 1.165 2.550 -0.197  0.184
H: -0.643 2.498 0.406  0.282
H: 0.270 -1.077 1.552  0.373
H: -0.359 -2.336 0.416  0.267
H: -1.388 -1.528 1.624  0.326

E_LUMO, eV: 3.838
Spin multiplicity: 1
Total charge: -1
Gap between HOMO and LUMO, eV: 6.93

Q:
Entry from the Open Molecules 2025 dataset: the ion C5H7O2S with charge -1 (wB97M-V/def2-TZVPD).

Last column: Mulliken charge in e.
Cartesian coordinates (Å):
C: 0.873 2.054 -0.009  -0.948
C: 0.429 0.650 0.589  -0.073
S: -1.349 0.203 -0.070  0.740
O: -2.398 0.433 0.908  -0.643
O: -1.800 0.702 -1.385  -0.653
C: -0.924 -1.699 0.142  -0.497
C: 0.542 -1.605 0.061  -0.582
C: 1.121 -0.462 0.175  -0.139
H: 0.616 2.008 -1.175  0.182
H: 1.968 2.264 0.141  0.376
H: 0.138 2.742 0.504  0.225
H: -1.312 -2.460 -0.513  0.372
H: -1.248 -2.010 1.158  0.223
H: 1.094 -2.386 -0.439  0.250
H: 2.249 -0.436 -0.088  0.166

SMILES string: CC1=[S@@](=O)([O-])CC=C1
E_LUMO, eV: 4.006
Spin multiplicity: 1
Total charge: -1
Gap between HOMO and LUMO, eV: 6.46

Energies in kJ/mol, measured from the most stable structure: P 0.0; Q 100.9.

P:
Entry from the Open Molecules 2025 dataset: the molecule C4H11N3S (wB97M-V/def2-TZVPD).

Last column: Mulliken charge in e.
Cartesian coordinates (Å):
C: -1.965 -0.914 -0.113  -1.094
C: -0.521 -1.068 0.149  0.115
N: -0.242 -1.761 1.262  -0.625
S: 1.355 -1.958 2.203  -0.188
C: 0.435 -0.200 -0.662  0.557
N: 0.116 0.016 -2.176  -0.690
C: 0.781 1.330 -0.138  -0.617
N: 0.781 1.097 1.392  -0.566
H: -2.373 -1.318 -1.056  0.298
H: -2.537 -1.420 0.767  0.380
H: -2.391 0.029 0.017  0.304
H: 1.817 -0.627 1.892  0.207
H: 1.418 -0.823 -0.872  0.222
H: -0.353 0.981 -2.290  0.291
H: 1.105 0.081 -2.663  0.316
H: 0.042 2.003 -0.717  0.296
H: 1.836 1.745 -0.522  0.279
H: 1.153 1.905 1.928  0.225
H: -0.459 0.902 1.598  0.289

SMILES string: C/C(=N/S)[C@@H](N)CN
E_LUMO, eV: 0.597
Spin multiplicity: 1
Gap between HOMO and LUMO, eV: 9.04

Q:
Entry from the Open Molecules 2025 dataset: the molecule C4H11N3S (wB97M-V/def2-TZVPD).

Last column: Mulliken charge in e.
Cartesian coordinates (Å):
C: 2.217 -0.146 -0.894  -1.544
C: 1.036 -0.473 0.076  0.389
C: 1.454 -0.295 1.568  -1.085
C: -0.254 0.336 -0.171  0.281
N: -1.426 0.009 0.188  -0.621
S: -1.719 -1.408 1.082  -0.186
N: -0.115 1.625 -0.766  -0.020
N: 0.256 1.846 -2.136  -0.710
H: 1.765 -0.243 -1.853  0.379
H: 3.074 -0.790 -0.633  0.413
H: 2.501 0.920 -0.706  0.254
H: 0.689 -1.500 -0.017  0.376
H: 2.357 -0.905 1.808  0.356
H: 1.544 0.785 1.761  0.333
H: 0.588 -0.666 2.143  0.294
H: -3.072 -1.208 1.248  0.165
H: -1.014 2.091 -0.621  0.370
H: 0.119 1.038 -2.730  0.266
H: 1.229 2.095 -2.180  0.289

SMILES string: CC(C)/C(=N\S)NN
E_LUMO, eV: 0.864
Spin multiplicity: 1
Gap between HOMO and LUMO, eV: 9.29

R:
Entry from the Open Molecules 2025 dataset: the molecule C4H11N3S (wB97M-V/def2-TZVPD).

Last column: Mulliken charge in e.
Cartesian coordinates (Å):
N: -1.747 -0.921 -0.304  -0.639
C: -0.939 -0.916 0.962  -0.700
C: 0.140 0.105 0.623  0.399
C: -0.164 1.511 -0.130  -0.987
N: 0.990 2.198 -0.398  -0.672
C: 1.383 -0.678 -0.204  -0.221
N: 0.849 -1.390 -1.137  -0.207
S: 2.972 -0.636 0.348  -0.258
H: -2.060 0.134 -0.495  0.208
H: -2.702 -1.418 -0.227  0.262
H: -0.630 -1.914 1.385  0.275
H: -1.540 -0.476 1.981  0.283
H: 0.583 0.400 1.570  0.312
H: -1.087 2.081 0.359  0.292
H: -0.554 1.334 -1.116  0.437
H: 1.834 1.505 -0.777  0.306
H: 1.553 2.575 0.476  0.337
H: 1.378 -1.935 -1.784  0.197
H: -0.259 -1.559 -1.132  0.376

SMILES string: NCC(CN)C(N)=S
E_LUMO, eV: 0.624
Spin multiplicity: 1
Gap between HOMO and LUMO, eV: 8.62

S:
Entry from the Open Molecules 2025 dataset: a cluster of 2 separate species, C4H11N3S in total (wB97M-V/def2-TZVPD).

Last column: Mulliken charge in e.
Cartesian coordinates (Å):
C: 0.904 1.186 1.811  -0.479
C: 2.359 1.317 1.421  -0.277
C: 1.520 2.119 0.789  -0.492
C: 0.419 -2.062 -0.408  -0.939
N: -2.081 -0.952 -1.988  -0.492
N: -2.005 1.225 -0.571  -0.653
N: -0.048 -0.693 -0.392  -0.211
S: -1.783 -0.319 -0.461  0.316
H: 0.469 0.215 1.616  0.254
H: 0.548 1.673 2.836  0.171
H: 3.369 1.098 1.597  0.396
H: -2.637 -0.400 -2.632  0.289
H: 1.333 2.771 0.020  0.438
H: 1.297 -2.113 0.094  0.391
H: -0.157 -2.801 0.229  0.279
H: 0.491 -2.338 -1.519  0.290
H: -2.673 -1.762 -2.026  0.249
H: -1.835 1.765 0.246  0.246
H: 0.508 0.072 -0.663  0.223

E_LUMO, eV: 0.804
Spin multiplicity: 1
Gap between HOMO and LUMO, eV: 9.09

Energies in kJ/mol, measured from the most stable structure: P 262.6; Q 0.0; R 58.3; S 414.0.